No. 1
Below is a molecular structure, C4H8O2, with properties calculated with wB97M-V/def2-TZVPD.

Values from the calculation:
relative energy (zero: lowest compared OMol25 entry of this formula, charge and spin): 145.6 kcal per mole
electronic energy: -8366.967 eV
E_HOMO: -7.696 eV
spin multiplicity: 1

Each line ends with the Mulliken charge.
Element x y z (Å)
C -1.9622 -0.4011 0.3672  -1.242
C -0.5238 -0.1687 0.0311  0.629
O -0.3168 0.8401 -0.8976  -0.305
C 0.9213 1.2823 -0.9356  -0.443
C 1.4616 -0.6622 0.3382  -0.627
O 0.3592 -0.1052 1.0887  -0.385
H -2.0714 -1.3890 0.8215  0.299
H -2.5714 -0.3512 -0.5383  0.337
H -2.3244 0.3460 1.0843  0.290
H 0.4889 -0.9333 -0.5795  0.368
H 1.1872 1.7364 -1.8851  0.300
H 1.3596 1.6544 -0.0159  0.278
H 2.4062 -0.1381 0.4879  0.216
H 1.5860 -1.7105 0.6331  0.286



No. 2
Below is a molecular structure, C4H4O2Yb in a non-equilibrium geometry, with properties calculated with wB97M-V/def2-TZVPD.

Values from the calculation:
relative energy (zero: lowest compared OMol25 entry of this formula, charge and spin): 73.6 kcal per mole
electronic energy: -39830.794 eV
E_HOMO: -5.092 eV
spin multiplicity: 1

Each line ends with the Mulliken charge.
Element x y z (Å)
H -1.2268 1.9229 0.9624  0.398
O -1.6407 2.5437 0.1388  -0.459
C -1.1481 1.8416 -0.8768  0.057
C -0.5450 0.6975 -0.4721  -0.396
C -0.2347 -0.5886 -0.5371  -0.072
C 0.7607 -1.1278 0.3894  0.125
O 1.0482 -2.3161 0.4403  -0.388
Yb 3.1015 -3.7319 1.7755  -0.173
H -0.6532 2.4415 -1.6490  0.249
H -0.7745 -1.2965 -1.1737  0.317
H 1.3126 -0.3863 1.0022  0.343